# C22H66N6O13

A 9-piece molecular cluster, C22H66N6O13 overall (ωB97M-V/def2-TZVPD, the OMol25 dataset).

XYZ file:
```
107
Properties=species:S:1:pos:R:3:forces:R:3
H -16.78339 -14.06846 -0.06891 -0.219 0.325 0.309
N -15.77247 -13.42066 -4.58186 -0.981 0.565 2.218
C -10.98965 -10.37886 -3.29441 0.677 1.198 0.488
H -22.11057 -12.15129 2.13345 0.389 -0.433 -0.026
N -15.44215 -9.29573 -3.66332 0.733 0.697 -0.029
H -15.48085 -9.23775 -4.67362 0.068 -0.742 -0.012
H -22.86302 -10.41508 1.14610 0.234 0.072 -0.112
H -19.03960 -15.09634 -2.67935 0.323 -0.232 0.170
H -19.09235 -6.68810 3.39737 -0.087 0.454 -0.493
H -15.68524 -14.50460 -1.98037 0.200 0.688 -0.292
H -12.13158 -12.78788 -2.56797 -0.156 0.350 -0.148
O -12.52717 -11.73063 -0.81525 -0.267 -0.136 -0.559
H -18.73040 -16.12304 -0.46407 -0.008 0.287 0.694
H -14.80617 -6.71416 -3.90970 -0.066 0.111 0.693
H -19.62796 -9.53490 1.13658 0.287 0.002 -0.265
C -11.60478 -12.30648 -1.72458 -0.836 -0.917 0.221
H -17.99402 -6.68506 -1.19162 0.145 0.196 -0.209
H -16.43657 -11.79901 -5.55585 -0.090 -0.105 -0.264
H -14.89806 -13.08233 -4.16106 0.567 -0.457 -0.942
H -17.96523 -8.59223 -4.56795 0.244 -0.136 -0.104
C -10.54206 -11.35827 -2.21216 1.134 0.287 0.684
H -11.22439 -13.16739 -1.16958 0.651 0.300 -0.019
H -17.76146 -13.45195 -5.19947 -0.503 0.023 -0.237
N -18.98907 -12.46520 1.72984 -0.632 -0.354 0.446
H -18.77622 -12.87117 2.63771 0.739 0.265 -0.116
C -15.24934 -15.06386 -2.81183 0.534 -1.552 -0.449
H -21.68563 -11.59055 -1.48341 0.114 -0.367 0.376
C -19.51778 -7.45396 2.74365 0.271 -0.413 1.046
H -23.54852 -11.81900 0.35090 0.168 -0.118 -0.221
O -20.86320 -9.95634 -0.41071 -0.152 0.077 1.119
O -16.76289 -10.93796 -5.85330 0.287 1.729 -0.463
H -17.94730 -11.74787 -7.23034 -0.740 -0.068 -0.055
H -15.06691 -5.66279 1.64880 -0.181 0.066 0.392
H -17.99505 -9.66143 0.79779 -0.438 -0.265 -0.301
O -18.59359 -7.36852 -3.10010 -0.077 0.320 -0.410
H -8.73755 -11.55240 -3.18465 -0.002 0.094 0.062
H -11.51841 -9.48099 -2.95901 -0.768 -0.633 0.298
O -21.69142 -12.13520 1.25956 -1.148 0.218 0.874
C -15.90993 -6.33625 1.48149 0.075 0.136 -0.344
O -16.86008 -11.89116 -2.21907 -0.190 0.405 0.270
H -17.19586 -15.78980 -1.23349 -0.407 -0.218 -0.146
C -14.65021 -16.81609 -1.33499 0.160 -1.044 -0.667
H -16.49203 -6.10485 -3.61015 0.120 0.203 -0.263
H -14.88237 -16.22523 -0.44416 0.511 0.387 -0.156
H -18.57102 -11.45232 -4.26308 1.059 -0.390 -0.049
N -18.68479 -9.44371 1.50984 0.219 -0.244 0.832
O -15.40104 -16.44657 -2.46890 -0.825 0.143 -0.144
H -16.95920 -15.14201 -3.92710 -0.370 0.638 -0.694
C -21.94175 -10.84571 -0.73356 0.129 2.405 -0.637
H -15.30896 -16.78245 -4.95487 -0.043 0.126 0.235
H -14.88935 -17.85026 -1.06706 -0.360 0.096 -0.203
H -19.83150 -8.19147 3.49450 -0.330 -0.187 -0.356
H -18.11170 -13.68498 -2.19518 -0.114 -0.119 0.213
C -15.87714 -6.93025 -3.95708 0.642 -0.350 -0.184
H -20.01883 -12.37156 1.75395 0.274 0.090 -1.041
H -20.52346 -13.64879 -1.95188 0.077 0.032 -0.032
C -18.78296 -7.22333 -1.72432 -0.452 -0.772 0.496
H -16.02581 -15.70366 -6.12898 0.097 0.138 -0.058
H -14.16560 -14.91584 -2.92734 -0.031 0.599 0.209
H -15.97954 -7.09424 -5.03655 -0.635 0.064 0.049
H -19.74730 -6.74760 -1.54240 0.106 0.384 -0.176
H -20.36187 -7.07388 2.17416 -0.065 -0.026 0.088
H -14.37865 -10.86444 -0.71161 0.369 -0.093 0.499
H -14.08498 -11.35455 -2.24432 0.928 -0.085 -0.639
H -22.61460 -10.11308 -1.19730 -0.631 -0.739 -0.312
O -17.23028 -12.09045 -0.09807 0.405 1.072 -0.996
C -15.38072 -15.73522 -5.24884 0.024 -0.270 -0.401
C -13.52787 -10.93157 -1.40436 -1.253 0.443 1.194
C -18.75787 -14.48545 -1.81038 -0.444 0.019 -0.513
H -10.17654 -10.87632 -1.29639 -0.375 0.563 -0.241
O -18.34866 -10.64308 -1.25087 0.301 -0.259 -0.173
H -19.87023 -11.49488 -5.18522 -0.367 -1.139 -0.823
C -17.75970 -8.46522 -3.50828 -0.270 0.378 1.423
N -9.35737 -12.14034 -2.63907 -1.018 -0.685 -0.569
H -16.16718 -8.04692 -2.12753 0.094 -0.064 0.020
O -19.95885 -13.97151 -1.24445 -0.112 0.341 0.338
O -18.70119 -13.25158 -5.36895 0.203 -0.535 0.446
C -18.83389 -11.86993 -5.24538 -1.241 2.311 -0.253
H -18.60646 -13.05476 0.96853 -0.395 -0.437 0.156
H -10.10210 -9.83363 -3.64108 0.193 -0.641 -0.496
H -17.33156 -8.37366 3.65440 0.408 0.256 0.211
H -14.38619 -15.38920 -5.54000 0.002 -0.015 -0.030
H -20.02495 -9.96560 -0.88862 -0.343 -0.985 -0.431
H -18.57344 -11.54587 1.54482 0.018 0.276 0.712
H -13.61561 -16.89074 -1.69537 0.261 0.637 0.891
H -9.74663 -12.80451 -3.31451 0.562 -0.105 0.013
C -18.06534 -15.31268 -0.76170 1.021 -0.344 -0.946
C -18.08852 -11.09487 -6.35912 0.547 -2.496 0.830
H -18.45759 -7.50614 0.93332 0.841 0.459 0.383
C -16.27437 -8.19882 -3.20664 -0.502 0.087 -0.635
H -13.21045 -9.89639 -1.51574 0.095 -0.090 -0.704
C -17.09410 -8.00133 2.65788 0.096 0.416 -1.270
C -18.42007 -8.05522 1.88644 -0.455 0.179 -0.442
H -16.32237 -8.61957 2.18651 -0.294 -0.546 0.086
C -15.94076 -14.82964 -4.18004 1.069 -1.053 1.260
N -17.47959 -11.52833 -1.20031 0.363 -0.570 0.459
H -15.69931 -10.21663 -3.33577 -0.494 0.133 -0.139
H -18.64980 -10.23475 -6.71989 0.761 0.681 0.550
C -22.60886 -11.28967 0.53931 0.558 -0.244 -0.406
H -15.48052 -7.20805 0.97322 -0.222 -0.028 -0.128
H -18.08224 -9.32612 -2.91104 0.117 -0.147 -0.565
O -17.53695 -14.53737 0.31579 -0.577 -0.793 0.177
H -16.62372 -5.81491 0.83504 0.091 -0.181 -0.193
H -18.89055 -8.19788 -1.22335 0.269 -0.014 -0.139
H -11.51502 -10.86847 -4.11213 0.022 0.076 -0.068
H -16.30608 -12.97916 -3.81390 -0.559 0.406 -0.618
O -16.52660 -6.69940 2.69029 -0.125 -0.067 0.877
```
Positions in Å, forces in eV/Å.

For the HOMO energy, the calculation gives -8.149 eV. The relative energy (zero: lowest compared OMol25 entry of this formula, charge and spin) comes out at 200.28 kJ/mol. For the calculated total energy, the calculation gives -59434.2538 eV. The spin multiplicity is 1. The total charge is 0. For the LUMO energy, the calculation gives -0.1 eV. The gap between HOMO and LUMO is 8.0965 eV.

Löwdin population analysis, charges in e, atoms 1 to 99: 0.07, 0.05, -0.06, 0.10, 0.06, 0.06, 0.13, 0.13, 0.08, 0.11, 0.12, -0.17, 0.13, 0.08, 0.05, -0.23, 0.07, 0.03, 0.09, 0.12, -0.44, 0.13, 0.04, 0.28, 0.14, -0.18, 0.12, -0.05, 0.13, -0.11, -0.11, 0.12, 0.09, 0.05, -0.18, 0.06, 0.07, -0.10, -0.11, -0.05, 0.09, -0.10, 0.08, 0.09, 0.10, 0.04, -0.23, 0.13, -0.20, 0.08, 0.09, 0.08, 0.09, -0.06, 0.09, 0.08, -0.13, 0.08, 0.13, 0.08, 0.10, 0.08, 0.08, 0.06, 0.12, -0.06, -0.05, -0.13, -0.24, 0.14, -0.04, 0.12, -0.17, 0.02, 0.13, -0.06, -0.06, -0.28, 0.08, 0.07, 0.13, 0.09, 0.03, 0.07, 0.10, 0.07, -0.20, -0.20, 0.11, -0.43, 0.08, -0.19, -0.43, 0.12, -0.41, -0.49, 0.03, 0.11, -0.20